1.
{"formula": "C31H27GaN2O4S", "method": "the ωB97M-V functional and the def2-TZVPD basis", "multiplicity": 1, "gap_ev": 7.07, "e_tot_ev": -106955.3419, "e_lumo_ev": -6.7, "charge": 2, "e_homo_ev": -13.816, "species": ["Ga", "C", "C", "C", "C", "N", "C", "C", "C", "C", "C", "C", "N", "H", "H", "H", "H", "H", "H", "H", "H", "O", "S", "C", "C", "C", "C", "C", "C", "C", "C", "C", "C", "C", "C", "C", "C", "H", "H", "H", "H", "H", "H", "H", "H", "H", "H", "H", "H", "H", "H", "O", "C", "C", "C", "C", "C", "C", "C", "O", "O", "H", "H", "H", "H", "H"], "positions_angstrom": [[-0.33, 0.09, 0.80], [-4.54, -0.07, 1.84], [-4.46, -0.29, 3.21], [-3.23, -0.63, 3.77], [-2.12, -0.70, 2.95], [-2.20, -0.43, 1.64], [-3.38, -0.15, 1.09], [-0.77, -1.09, 3.41], [-0.55, -1.79, 4.59], [0.75, -2.16, 4.91], [1.79, -1.83, 4.05], [1.49, -1.15, 2.89], [0.23, -0.79, 2.58], [-5.47, 0.17, 1.35], [-5.33, -0.20, 3.84], [-3.15, -0.81, 4.83], [-3.40, -0.02, 0.01], [-1.37, -2.06, 5.23], [0.95, -2.72, 5.82], [2.81, -2.10, 4.27], [2.25, -0.87, 2.19], [1.38, -0.18, 0.12], [2.74, 0.44, -0.33], [2.28, 1.58, -1.70], [2.04, 1.02, -3.07], [3.08, 1.00, -4.01], [2.84, 0.52, -5.29], [1.58, 0.07, -5.64], [0.55, 0.11, -4.71], [0.78, 0.57, -3.43], [3.60, -0.99, -1.11], [2.75, -2.20, -1.35], [2.39, -3.03, -0.30], [1.67, -4.20, -0.53], [1.31, -4.54, -1.83], [1.67, -3.72, -2.88], [2.38, -2.55, -2.65], [3.09, 2.32, -1.69], [1.37, 2.05, -1.31], [4.05, 1.39, -3.74], [3.64, 0.52, -6.01], [1.40, -0.29, -6.64], [-0.45, -0.22, -4.99], [-0.04, 0.62, -2.71], [4.39, -1.22, -0.39], [4.04, -0.61, -2.03], [2.71, -2.79, 0.71], [1.42, -4.85, 0.29], [0.78, -5.46, -2.02], [1.41, -3.99, -3.90], [2.67, -1.93, -3.48], [-0.44, 2.06, 1.64], [-1.49, 2.93, 1.27], [-1.79, 3.96, 2.15], [-2.82, 4.84, 1.86], [-3.56, 4.69, 0.69], [-3.24, 3.66, -0.18], [-2.20, 2.77, 0.09], [-1.96, 1.71, -0.95], [-2.59, 1.65, -1.96], [-0.98, 0.82, -0.69], [-0.03, 2.42, 2.43], [-1.22, 4.08, 3.06], [-3.03, 5.65, 2.54], [-4.37, 5.36, 0.47], [-3.78, 3.52, -1.10]], "mulliken_charge": [0.668, -0.902, -0.510, -0.818, 0.698, 0.148, -0.108, 0.763, -1.004, -0.522, -0.995, -0.151, 0.052, 0.499, 0.480, 0.420, 0.597, 0.442, 0.468, 0.485, 0.658, -0.410, 0.335, -0.987, 0.530, -0.305, -0.739, -0.447, -1.037, 0.030, -1.047, 0.339, 0.108, -0.836, -0.515, -0.809, -0.117, 0.678, 0.233, 0.463, 0.418, 0.437, 0.496, 0.475, 0.601, 0.537, 0.435, 0.442, 0.435, 0.441, 0.311, -0.016, 1.669, -1.115, -0.573, -0.791, -1.079, 0.458, 0.405, -0.584, -0.322, 0.242, 0.402, 0.443, 0.460, 0.540]}

---

2.
{"formula": "C31H27N5O6V", "method": "the ωB97M-V functional and the def2-TZVPD basis", "multiplicity": 1, "gap_ev": 6.35, "e_tot_ev": -78005.6004, "de_lowest_kj_mol": 40.7, "e_lumo_ev": -4.9, "charge": 1, "e_homo_ev": -11.268, "species": ["V", "C", "C", "O", "C", "C", "C", "N", "N", "C", "O", "C", "C", "C", "C", "C", "C", "H", "H", "H", "H", "H", "H", "H", "H", "H", "H", "H", "H", "C", "C", "N", "C", "C", "N", "C", "O", "O", "C", "O", "O", "H", "H", "H", "H", "H", "N", "C", "C", "C", "C", "C", "C", "C", "C", "C", "C", "C", "C", "C", "H", "H", "H", "H", "H", "H", "H", "H", "H", "H"], "positions_angstrom": [[-0.38, 0.01, -0.05], [-2.56, 2.97, 1.67], [-1.43, 1.99, 1.70], [-1.28, 1.23, 0.63], [-0.58, 1.82, 2.74], [0.46, 0.82, 2.74], [1.33, 0.66, 3.94], [0.64, 0.05, 1.71], [1.58, -0.95, 1.79], [1.67, -1.55, 0.65], [0.99, -1.05, -0.37], [2.40, -2.81, 0.49], [3.37, -3.20, 1.40], [4.03, -4.40, 1.23], [3.70, -5.23, 0.17], [2.72, -4.85, -0.74], [2.07, -3.64, -0.59], [-3.51, 2.43, 1.73], [-2.55, 3.51, 0.73], [-2.48, 3.66, 2.50], [-0.70, 2.43, 3.62], [0.96, 1.25, 4.78], [2.35, 0.96, 3.71], [1.38, -0.39, 4.22], [3.62, -2.54, 2.22], [4.80, -4.70, 1.92], [4.21, -6.18, 0.04], [2.46, -5.50, -1.57], [1.31, -3.33, -1.29], [2.17, 3.35, 0.92], [1.78, 2.86, -0.42], [1.01, 1.82, -0.70], [0.92, 1.77, -2.07], [1.64, 2.78, -2.63], [2.18, 3.45, -1.57], [1.97, 3.23, -4.01], [1.47, 2.53, -5.00], [2.68, 4.20, -4.15], [0.03, 0.76, -2.69], [0.00, 0.62, -3.90], [-0.71, 0.10, -1.84], [2.07, 2.55, 1.65], [1.54, 4.18, 1.23], [3.21, 3.69, 0.92], [2.76, 4.27, -1.69], [0.89, 1.79, -4.69], [-1.36, -1.26, 0.47], [-2.33, -1.83, 1.10], [-3.53, -2.25, 0.37], [-3.73, -1.79, -0.93], [-4.85, -2.18, -1.64], [-5.77, -3.04, -1.05], [-5.57, -3.52, 0.24], [-4.45, -3.13, 0.95], [-2.19, -2.00, 2.56], [-1.01, -2.48, 3.12], [-0.87, -2.52, 4.50], [-1.89, -2.04, 5.32], [-3.05, -1.55, 4.76], [-3.22, -1.54, 3.38], [-3.01, -1.12, -1.38], [-5.02, -1.82, -2.64], [-6.65, -3.35, -1.60], [-6.28, -4.20, 0.68], [-4.27, -3.52, 1.95], [-0.21, -2.85, 2.49], [0.04, -2.92, 4.94], [-1.77, -2.07, 6.40], [-3.84, -1.17, 5.39], [-4.13, -1.16, 2.94]], "mulliken_charge": [0.065, -1.530, 0.653, -0.365, -1.271, 1.213, -1.356, 1.654, -1.027, 0.548, -0.418, 0.410, -0.337, -0.673, -0.409, -0.779, -0.438, 0.312, 0.349, 0.435, 0.498, 0.457, 0.265, 0.315, 0.447, 0.418, 0.406, 0.421, 0.482, -1.099, 0.268, 0.470, -0.128, 0.137, -0.036, 0.520, -0.516, -0.594, 0.883, -0.828, -0.670, 0.025, 0.271, 0.475, 0.260, 0.426, -0.001, -0.152, 0.904, -0.447, -0.880, -0.412, -0.913, -0.319, 0.604, -0.126, -0.715, -0.558, -0.854, -0.452, 0.392, 0.452, 0.416, 0.424, 0.523, 0.538, 0.492, 0.436, 0.437, 0.604]}

---

3.
{"formula": "C31H28BN7ReS", "method": "the ωB97M-V functional and the def2-TZVPD basis", "multiplicity": 4, "gap_ev": [7.59, 6.29], "s2": 3.79, "e_tot_ev": -56662.4826, "e_lumo_ev": [-6.4, -7.8], "charge": 2, "e_homo_ev": [-14.029, -14.114], "species": ["Re", "C", "C", "C", "C", "N", "N", "B", "N", "N", "C", "C", "C", "C", "C", "C", "C", "C", "C", "C", "N", "N", "C", "C", "C", "C", "C", "C", "C", "C", "C", "C", "C", "C", "C", "C", "C", "C", "H", "H", "H", "H", "H", "H", "H", "H", "H", "H", "H", "H", "H", "H", "H", "H", "H", "H", "H", "H", "H", "H", "H", "H", "H", "H", "H", "H", "S", "C", "N"], "positions_angstrom": [[0.13, 0.65, 0.14], [4.66, -2.17, -0.88], [3.74, -1.28, -0.14], [3.94, -0.64, 1.09], [2.76, 0.03, 1.36], [1.92, -0.17, 0.33], [2.50, -0.98, -0.58], [1.57, -1.53, -1.69], [1.03, -0.33, -2.51], [0.26, 0.55, -1.84], [-0.33, 1.39, -2.71], [0.11, 1.06, -3.99], [0.96, -0.04, -3.82], [1.67, -0.83, -4.85], [-1.28, 2.28, -2.05], [-1.34, 3.65, -2.25], [-2.13, 4.43, -1.42], [-2.88, 3.85, -0.39], [-2.86, 2.48, -0.21], [-2.06, 1.68, -1.03], [0.34, -2.12, -0.95], [-0.43, -1.35, -0.11], [-1.41, -2.14, 0.39], [-1.26, -3.42, -0.15], [-0.16, -3.37, -0.98], [0.44, -4.46, -1.80], [-2.43, -1.70, 1.34], [-2.57, -0.39, 1.77], [-3.56, -0.03, 2.68], [-4.43, -0.99, 3.17], [-4.31, -2.31, 2.75], [-3.33, -2.66, 1.84], [2.10, 0.81, 2.41], [2.66, 1.93, 3.02], [1.86, 2.73, 3.82], [0.52, 2.44, 4.03], [-0.04, 1.31, 3.46], [0.74, 0.49, 2.64], [5.58, -2.32, -0.32], [4.20, -3.15, -1.06], [4.91, -1.74, -1.85], [4.82, -0.70, 1.71], [2.11, -2.33, -2.37], [-0.17, 1.52, -4.92], [1.43, -0.46, -5.85], [2.75, -0.75, -4.72], [1.40, -1.88, -4.80], [-0.73, 4.11, -3.02], [-2.16, 5.50, -1.56], [-3.49, 4.48, 0.24], [-3.49, 2.02, 0.54], [-2.22, 0.60, -1.03], [-1.87, -4.28, 0.03], [-0.13, -5.37, -1.67], [0.44, -4.20, -2.86], [1.47, -4.65, -1.50], [-1.93, 0.42, 1.42], [-3.64, 1.00, 3.00], [-5.20, -0.72, 3.88], [-4.99, -3.06, 3.12], [-3.25, -3.69, 1.53], [3.69, 2.19, 2.83], [2.29, 3.62, 4.27], [-0.08, 3.09, 4.66], [-1.07, 1.04, 3.68], [0.37, -0.51, 2.41], [0.77, 5.19, 1.11], [0.61, 3.67, 0.74], [0.50, 2.52, 0.46]], "mulliken_charge": [-0.822, -1.389, 1.105, -1.449, 0.540, 0.556, -0.038, -0.838, 0.101, 0.496, 0.404, -1.426, 1.103, -1.407, 0.404, -0.814, -0.584, -0.792, -0.199, -0.663, 0.411, 0.871, 0.133, -1.074, 0.160, -1.426, 1.579, 0.630, -1.469, -0.903, -0.821, -1.349, 0.397, -0.838, -0.534, -0.872, -0.123, -0.833, 0.396, 0.284, 0.311, 0.573, -0.002, 0.566, 0.393, 0.310, 0.288, 0.509, 0.453, 0.473, 0.644, 0.926, 0.607, 0.418, 0.282, 0.281, 1.033, 0.465, 0.439, 0.428, 0.371, 0.523, 0.459, 0.461, 0.641, 0.999, -0.212, 0.491, -0.036]}

---

4.
{"formula": "C31H28Cl2CrN6O3S", "method": "the ωB97M-V functional and the def2-TZVPD basis", "multiplicity": 5, "gap_ev": [5.71, 6.11], "s2": 6.10, "e_tot_ev": -111984.5056, "de_lowest_kj_mol": 68.6, "e_lumo_ev": [-0.8, -0.4], "e_homo_ev": [-6.517, -6.468], "species": ["Cr", "Cl", "C", "Cl", "H", "H", "S", "C", "N", "N", "C", "C", "C", "C", "C", "C", "N", "N", "C", "C", "C", "C", "C", "C", "H", "H", "H", "H", "H", "H", "H", "H", "H", "H", "H", "O", "C", "C", "O", "O", "C", "C", "C", "C", "C", "C", "C", "C", "C", "C", "C", "C", "H", "H", "H", "H", "H", "H", "H", "H", "H", "H", "H", "N", "C", "C", "N", "C", "H", "H", "H", "H"], "positions_angstrom": [[1.35, 0.22, 0.38], [2.32, 0.10, 3.12], [4.02, -0.54, 3.35], [5.24, 0.63, 3.97], [4.35, -0.86, 2.37], [3.91, -1.36, 4.07], [2.69, 2.19, 0.09], [1.37, 3.27, 0.17], [1.68, 4.56, 0.30], [0.60, 5.31, 0.14], [-0.10, 5.61, -1.03], [0.54, 5.31, -2.28], [-0.15, 5.51, -3.46], [-1.38, 6.20, -3.44], [-1.98, 6.60, -2.24], [-1.35, 6.33, -1.04], [0.09, 2.88, -0.07], [-0.21, 1.67, 0.39], [-1.55, 1.51, 0.58], [-2.07, 0.75, 1.64], [-3.45, 0.81, 1.93], [-4.33, 1.50, 1.11], [-3.82, 2.29, 0.08], [-2.46, 2.27, -0.23], [0.48, 6.06, 0.86], [1.58, 4.98, -2.27], [0.25, 5.25, -4.39], [-1.85, 6.43, -4.41], [-2.93, 7.17, -2.22], [-1.79, 6.57, -0.05], [-1.34, 0.33, 2.37], [-3.83, 0.31, 2.83], [-5.43, 1.43, 1.26], [-4.55, 2.96, -0.38], [-2.04, 2.97, -0.95], [0.15, -1.23, 1.10], [0.60, -2.62, 0.96], [2.16, -2.46, 1.00], [2.92, -3.30, 1.49], [2.59, -1.29, 0.46], [0.16, -3.20, -0.35], [-0.91, -2.63, -1.11], [-1.28, -3.24, -2.27], [-0.67, -4.40, -2.75], [0.31, -4.98, -1.95], [0.75, -4.42, -0.76], [0.27, -3.52, 2.14], [0.85, -3.27, 3.39], [0.66, -4.11, 4.46], [-0.23, -5.14, 4.37], [-0.85, -5.39, 3.12], [-0.62, -4.60, 2.00], [-0.81, -1.15, 1.23], [-1.35, -1.73, -0.75], [-2.09, -2.87, -2.88], [-0.91, -4.84, -3.74], [0.82, -5.84, -2.36], [1.45, -4.94, -0.11], [1.47, -2.41, 3.53], [1.16, -3.93, 5.38], [-0.42, -5.81, 5.21], [-1.52, -6.23, 3.06], [-1.12, -4.86, 1.04], [0.94, 0.01, -3.85], [2.01, -0.83, -3.66], [2.20, -0.92, -2.34], [1.22, -0.18, -1.68], [0.50, 0.39, -2.62], [0.48, 0.32, -4.67], [2.59, -1.25, -4.43], [3.03, -1.41, -1.79], [-0.37, 1.04, -2.42]], "mulliken_charge": [0.383, -0.084, -0.187, -0.159, 0.114, 0.361, -0.498, 0.374, -1.063, 0.132, 0.563, -0.282, -0.770, -0.380, -0.471, -0.396, 0.022, 0.251, 0.651, -0.519, -0.793, -0.475, -0.703, -0.257, 0.254, 0.440, 0.514, 0.311, 0.349, 0.306, 0.349, 0.354, 0.331, 0.384, 0.404, 0.249, 2.131, -0.075, -0.590, -0.609, 0.172, -0.678, -0.720, -0.572, -0.841, -0.029, 0.285, -0.148, -0.940, -0.593, -0.718, -0.453, 0.121, 0.547, 0.445, 0.374, 0.353, 0.498, 0.033, 0.445, 0.371, 0.405, 0.341, -0.011, -0.749, -0.670, 0.967, -0.714, 0.212, 0.454, 0.489, 0.413]}